[1]
{
  "formula": "C19H16BF8N2O3S",
  "method": "ωB97M-V with the def2-TZVPD basis set",
  "homo_lumo_gap_ev": 7.689,
  "total_charge": -1,
  "lumo_ha": 0.06942,
  "homo_ha": -0.2131,
  "symbols": ["C", "C", "C", "F", "N", "C", "C", "C", "C", "C", "C", "F", "F", "F", "C", "S", "C", "C", "C", "C", "C", "C", "O", "N", "O", "C", "C", "C", "O", "H", "H", "H", "H", "H", "H", "H", "H", "H", "H", "H", "H", "H", "H", "H", "H", "B", "F", "F", "F", "F"],
  "xyz": [[-2.14300, 0.19131, 1.84072], [-1.33893, -1.11566, 2.00450], [0.12527, -0.92182, 2.27683], [0.25508, 0.05928, 3.26682], [0.96609, -0.51784, 1.10983], [1.85670, 0.56376, 1.31811], [2.97026, 0.31884, 2.12897], [3.87470, 1.32303, 2.41061], [3.72720, 2.58944, 1.86348], [2.64960, 2.84391, 1.02002], [2.53700, 4.20799, 0.39974], [1.39083, 4.82319, 0.68300], [2.62914, 4.16078, -0.94730], [3.51760, 5.01721, 0.80161], [1.71478, 1.83079, 0.76212], [0.31884, 2.17791, -0.28107], [-0.01925, 0.55321, -0.90657], [0.33469, -0.56857, -0.16042], [0.06960, -1.82924, -0.69849], [-0.54954, -1.95133, -1.93079], [-0.91075, -0.82562, -2.68035], [-1.55467, -1.02961, -4.01972], [-2.96207, -0.73351, -4.04162], [-3.66028, -1.28650, -2.88515], [-3.88264, -2.41378, -3.01561], [-0.63746, 0.45125, -2.16199], [-0.98539, 1.70187, -2.92370], [-1.97004, 2.61039, -2.20980], [-2.93888, 2.20175, -1.65283], [-1.49205, 1.05781, 1.81099], [-2.79827, 0.15069, 0.97661], [-2.77940, 0.32694, 2.71089], [-1.72025, -1.60932, 2.89290], [-1.52345, -1.81943, 1.20614], [0.54682, -1.82070, 2.70451], [3.09046, -0.66889, 2.54340], [4.71829, 1.11535, 3.05141], [4.44155, 3.36492, 2.07159], [0.32707, -2.72176, -0.14414], [-0.75956, -2.92289, -2.35264], [-1.13291, -0.36912, -4.76974], [-1.37844, -2.04555, -4.37130], [-0.07080, 2.27566, -3.09181], [-1.40707, 1.49492, -3.90150], [-1.73812, 3.68676, -2.25704], [-0.34596, -4.79656, 1.91314], [-1.58462, -4.15766, 1.69886], [0.20930, -5.15014, 0.66692], [0.53174, -3.89016, 2.55957], [-0.51881, -5.93329, 2.71028]],
  "lowdin_charge": [-0.06, -0.16, -0.27, 0.00, 0.05, -0.21, 0.01, -0.06, -0.02, -0.13, -0.63, 0.14, 0.12, 0.13, -0.33, 1.11, -0.34, -0.21, 0.03, 0.00, -0.17, -0.17, -0.14, 0.02, 0.10, -0.18, -0.13, -0.31, 0.08, 0.05, 0.07, 0.07, 0.12, 0.09, 0.13, 0.13, 0.10, 0.11, 0.12, 0.12, 0.12, 0.11, 0.11, 0.11, 0.12, -1.25, 0.08, 0.08, 0.07, 0.09]
}

***

[2]
{
  "formula": "C8H12Br6Fe2O6",
  "method": "ωB97M-V with the def2-TZVPD basis set",
  "homo_lumo_gap_ev": [8.039, 7.691],
  "lumo_ha": [-0.06384, -0.07665],
  "spin_multiplicity": 9,
  "homo_ha": [-0.3593, -0.3593],
  "symbols": ["Fe", "Fe", "C", "O", "O", "O", "C", "O", "O", "O", "Br", "C", "C", "Br", "H", "H", "H", "H", "Br", "C", "C", "Br", "H", "H", "H", "H", "Br", "C", "C", "Br", "H", "H", "H", "H"],
  "xyz": [[-0.64732, 2.48482, 1.01664], [1.58342, 1.34285, 3.08868], [-0.28621, 3.08278, 3.53346], [-0.72110, 3.85891, 2.58514], [0.91152, 3.11581, 4.00876], [-0.50996, 1.89919, 3.11239], [1.08613, 0.60074, 0.57442], [-0.06927, 0.73790, 0.02202], [1.30731, -0.11947, 1.60867], [1.49130, 1.75327, 0.95363], [-4.15138, -1.40499, -2.66022], [-2.47020, -1.23485, -1.66696], [-1.30683, -0.94783, -2.59272], [-1.57911, 0.82426, -3.43535], [-2.32626, -2.24492, -1.27764], [-2.60786, -0.54589, -0.84159], [-1.15042, -1.67777, -3.38047], [-0.37850, -0.85205, -2.03280], [-2.54904, -2.50729, 3.98525], [-2.03653, -1.84136, 2.20892], [-0.84492, -2.64605, 1.64399], [-1.52069, -4.42436, 1.26378], [-1.75154, -0.82354, 2.48326], [-2.88636, -1.74764, 1.53832], [-0.12488, -2.67802, 2.45791], [-0.35778, -2.23576, 0.76518], [4.39509, -0.36985, -1.20456], [3.02265, 0.26049, -2.46700], [2.93402, 1.75795, -2.31938], [1.62703, 2.54638, -3.50764], [2.06689, -0.17013, -2.17985], [3.39305, -0.09578, -3.42117], [3.85338, 2.28813, -2.54785], [2.60436, 2.01406, -1.31523]],
  "lowdin_charge": [1.14, 1.14, -0.72, -0.11, -0.09, -0.18, -0.77, -0.11, -0.10, -0.18, 0.60, -0.71, -0.64, 0.55, 0.04, 0.04, 0.06, 0.03, 0.60, -0.69, -0.69, 0.62, 0.03, 0.05, 0.05, 0.04, 0.62, -0.65, -0.72, 0.62, 0.04, 0.05, 0.05, 0.02]
}

***

What is the formula in the second record?
C8H12Br6Fe2O6

***

Number 1 is which compound?
C19H16BF8N2O3S

***

Please write out number 1 again, unchanged.
{
  "formula": "C19H16BF8N2O3S",
  "method": "ωB97M-V with the def2-TZVPD basis set",
  "homo_lumo_gap_ev": 7.689,
  "total_charge": -1,
  "lumo_ha": 0.06942,
  "homo_ha": -0.2131,
  "symbols": ["C", "C", "C", "F", "N", "C", "C", "C", "C", "C", "C", "F", "F", "F", "C", "S", "C", "C", "C", "C", "C", "C", "O", "N", "O", "C", "C", "C", "O", "H", "H", "H", "H", "H", "H", "H", "H", "H", "H", "H", "H", "H", "H", "H", "H", "B", "F", "F", "F", "F"],
  "xyz": [[-2.14300, 0.19131, 1.84072], [-1.33893, -1.11566, 2.00450], [0.12527, -0.92182, 2.27683], [0.25508, 0.05928, 3.26682], [0.96609, -0.51784, 1.10983], [1.85670, 0.56376, 1.31811], [2.97026, 0.31884, 2.12897], [3.87470, 1.32303, 2.41061], [3.72720, 2.58944, 1.86348], [2.64960, 2.84391, 1.02002], [2.53700, 4.20799, 0.39974], [1.39083, 4.82319, 0.68300], [2.62914, 4.16078, -0.94730], [3.51760, 5.01721, 0.80161], [1.71478, 1.83079, 0.76212], [0.31884, 2.17791, -0.28107], [-0.01925, 0.55321, -0.90657], [0.33469, -0.56857, -0.16042], [0.06960, -1.82924, -0.69849], [-0.54954, -1.95133, -1.93079], [-0.91075, -0.82562, -2.68035], [-1.55467, -1.02961, -4.01972], [-2.96207, -0.73351, -4.04162], [-3.66028, -1.28650, -2.88515], [-3.88264, -2.41378, -3.01561], [-0.63746, 0.45125, -2.16199], [-0.98539, 1.70187, -2.92370], [-1.97004, 2.61039, -2.20980], [-2.93888, 2.20175, -1.65283], [-1.49205, 1.05781, 1.81099], [-2.79827, 0.15069, 0.97661], [-2.77940, 0.32694, 2.71089], [-1.72025, -1.60932, 2.89290], [-1.52345, -1.81943, 1.20614], [0.54682, -1.82070, 2.70451], [3.09046, -0.66889, 2.54340], [4.71829, 1.11535, 3.05141], [4.44155, 3.36492, 2.07159], [0.32707, -2.72176, -0.14414], [-0.75956, -2.92289, -2.35264], [-1.13291, -0.36912, -4.76974], [-1.37844, -2.04555, -4.37130], [-0.07080, 2.27566, -3.09181], [-1.40707, 1.49492, -3.90150], [-1.73812, 3.68676, -2.25704], [-0.34596, -4.79656, 1.91314], [-1.58462, -4.15766, 1.69886], [0.20930, -5.15014, 0.66692], [0.53174, -3.89016, 2.55957], [-0.51881, -5.93329, 2.71028]],
  "lowdin_charge": [-0.06, -0.16, -0.27, 0.00, 0.05, -0.21, 0.01, -0.06, -0.02, -0.13, -0.63, 0.14, 0.12, 0.13, -0.33, 1.11, -0.34, -0.21, 0.03, 0.00, -0.17, -0.17, -0.14, 0.02, 0.10, -0.18, -0.13, -0.31, 0.08, 0.05, 0.07, 0.07, 0.12, 0.09, 0.13, 0.13, 0.10, 0.11, 0.12, 0.12, 0.12, 0.11, 0.11, 0.11, 0.12, -1.25, 0.08, 0.08, 0.07, 0.09]
}